Entry 1:
This record from OMol25 describes a structure of composition C20H29N3O2 at a distorted geometry. The level of theory is wB97M-V/def2-TZVPD.

- E_tot (eV) = -29759.77834
- HOMO-LUMO gap (Ha) = 0.2417
- ΔE to the lowest compared entry with this formula, charge and spin (kcal per mole) = 429.2

```
! wB97M-V def2-TZVPD RIJCOSX def2/J DEFGRID3
* xyz 0 1
O -4.6109 -2.5112 0.0666
O -4.7884 1.7110 0.3751
N -3.0514 -0.9102 -0.8949
N -2.7448 1.8914 -0.7184
N -1.8390 -0.5556 -1.0954
C -3.9571 1.4607 -0.3548
C 1.8241 1.0420 -2.7203
C 2.6800 -0.3622 2.4875
C 0.6838 0.3313 -2.2108
C -3.4040 -2.1660 -0.3896
C -2.3352 3.0802 -0.0362
C 2.9019 -0.7860 -1.2476
C 4.2530 0.8551 -2.2328
C -0.5986 1.4201 1.1549
C 1.5625 -1.3746 -0.8655
C 0.4529 -0.8769 -1.5489
C -4.0766 -0.1915 -1.3308
C 2.7716 -1.7067 3.2469
C -2.1537 -3.0873 0.2885
C 0.9079 1.2651 1.5246
C -0.8744 2.7550 0.4970
C 1.2093 0.0630 2.2545
C -1.0707 -2.9058 -0.6739
C -0.7149 -1.3060 -1.2020
C 2.9407 0.3293 -1.8561
H 4.5842 0.6323 -3.4975
H -5.0769 -0.4157 -0.9448
H 3.8026 -1.8751 3.2516
H 3.8391 -1.3411 -0.9279
H 1.3834 1.9968 2.1757
H 1.6360 -2.5022 -0.4558
H 5.1398 0.4687 -1.6120
H -1.8966 -2.4521 1.4561
H 4.3014 2.0853 -2.2998
H -2.4655 -3.9469 0.2596
H 2.3576 -2.5834 2.6526
H -4.1886 0.3748 -2.1857
H 0.6761 -0.1381 3.2874
H 2.9002 -0.2833 1.5716
H -2.0460 1.3962 -1.1621
H 2.4230 -1.6625 4.0363
H 1.9159 1.9474 -3.0845
H 3.0100 0.4745 3.0572
H -1.2435 1.7905 2.1894
H -2.5171 4.0464 -0.2933
H 0.6153 -0.7341 1.5917
H -0.2928 0.5843 -2.5707
H -0.1742 -3.3739 -0.3262
H -3.0131 3.1042 0.9750
H -1.1247 0.6010 0.8292
H 1.5277 1.1876 0.5781
H -0.3118 2.6141 -0.2983
H -0.4860 3.7449 0.8589
H -1.2438 -3.2043 -1.6293
*
```

So, what does the Löwdin scheme give us? The charges, in e, come out as:
1. O -0.0432
2. O 0.1568
3. N -0.1461
4. N 0.0558
5. N 0.1001
6. C -0.4151
7. C 0.1193
8. C -0.1943
9. C -0.0264
10. C -0.2061
11. C -0.1440
12. C -0.0830
13. C -0.1239
14. C -0.1627
15. C 0.0450
16. C -0.2871
17. C -0.0374
18. C -0.0286
19. C -0.0434
20. C -0.2364
21. C -0.2120
22. C -0.2919
23. C -0.1086
24. C -0.1459
25. C -0.3646
26. H 0.1605
27. H 0.1164
28. H 0.0613
29. H 0.1425
30. H 0.1232
31. H 0.1554
32. H 0.0802
33. H 0.2283
34. H 0.1180
35. H -0.0044
36. H 0.1144
37. H 0.0780
38. H 0.1529
39. H 0.0026
40. H 0.0658
41. H -0.0678
42. H 0.0439
43. H 0.1109
44. H 0.1829
45. H 0.0728
46. H 0.1263
47. H 0.0954
48. H 0.0771
49. H 0.1593
50. H 0.0487
51. H 0.1271
52. H 0.0296
53. H 0.1385
54. H 0.0834

---

Entry 2:
This record from OMol25 describes the molecule C20H29N3O5. The level of theory is wB97M-V/def2-TZVPD.

- E_tot (eV) = -35920.62542
- HOMO-LUMO gap (Ha) = 0.3200
- ΔE to the lowest compared entry with this formula, charge and spin (kcal per mole) = 1.5
- SMILES = CC[C@@H](C)NC(=O)CCCCCn1c(=O)[nH]c2cc(OC)c(OC)cc2c1=O

```
! wB97M-V def2-TZVPD RIJCOSX def2/J DEFGRID3
* xyz 0 1
O -0.3250 -4.8708 0.1084
O 4.0498 1.7747 1.6587
O -3.6194 1.9186 -0.5477
O 0.7121 -0.7249 -1.4578
O -5.1297 0.2912 0.7483
N -1.8020 -3.2020 0.4226
N 0.2223 -2.7980 -0.6672
N 2.4648 1.4660 0.0832
C -1.4119 -1.0405 -0.4818
C 0.7541 4.7544 -0.7041
C -0.6122 -3.7056 -0.0383
C -6.0289 -0.5315 1.4534
C 3.5599 1.0946 0.7792
C -2.2459 -1.9210 0.2006
C -2.8374 2.8635 -1.2407
C 3.1633 -1.3860 0.6397
C -3.0945 0.6869 -0.3367
C 3.6296 -2.7132 0.0436
C 1.4732 -3.3524 -1.1806
C -3.5043 -1.5020 0.6336
C -1.8539 0.2626 -0.7522
C -0.0891 -1.4694 -0.9166
C -3.9360 -0.2139 0.3786
C 1.7096 2.6620 0.3988
C 0.5250 2.3057 1.2989
C 2.4899 -3.7235 -0.0881
C 4.1354 -0.2436 0.3414
C 1.2883 3.3419 -0.9073
H -6.9052 0.0864 1.6398
H -5.6079 -0.8601 2.4087
H 0.5370 2.7247 -1.4059
H -0.1430 4.7576 -0.0900
H 4.3290 -0.2019 -0.7330
H 0.5093 5.2054 -1.6631
H 1.8894 -2.6046 -1.8571
H 5.0809 -0.3985 0.8619
H 2.3944 3.3144 0.9521
H 4.0557 -2.5363 -0.9467
H -2.6046 2.5253 -2.2553
H -1.1877 0.9007 -1.3092
H 2.1948 -1.1345 0.2150
H 0.8936 1.8462 2.2128
H 1.9746 -3.8286 0.8672
H 2.1622 3.3868 -1.5607
H 3.0366 -1.4869 1.7195
H 2.9101 -4.6991 -0.3336
H -1.9084 3.0815 -0.7069
H -6.3215 -1.4051 0.8624
H 2.0484 0.8291 -0.5824
H -0.0401 3.1936 1.5676
H -4.1294 -2.2027 1.1635
H 4.4177 -3.1400 0.6667
H -0.1352 1.5988 0.7992
H 1.5033 5.3725 -0.2154
H -2.4020 -3.8658 0.8932
H -3.4457 3.7646 -1.2920
H 1.2069 -4.2473 -1.7481
*
```

So, what does the Löwdin scheme give us? The charges, in e, come out as:
1. O 0.0953
2. O 0.0538
3. O -0.0577
4. O 0.0519
5. O -0.0447
6. N 0.1781
7. N 0.0790
8. N 0.0923
9. C -0.0668
10. C -0.1025
11. C -0.4718
12. C -0.0688
13. C -0.5016
14. C -0.1732
15. C -0.0614
16. C -0.1942
17. C -0.1916
18. C -0.2038
19. C -0.1123
20. C 0.0604
21. C 0.0484
22. C -0.3554
23. C -0.1845
24. C -0.3642
25. C -0.0240
26. C -0.1666
27. C -0.1022
28. C -0.2136
29. H 0.0980
30. H 0.0995
31. H 0.0957
32. H 0.0551
33. H 0.1223
34. H 0.0708
35. H 0.1243
36. H 0.1229
37. H 0.1431
38. H 0.1122
39. H 0.1034
40. H 0.1070
41. H 0.0760
42. H 0.0839
43. H 0.1141
44. H 0.1149
45. H 0.1291
46. H 0.1131
47. H 0.0764
48. H 0.0993
49. H 0.1126
50. H 0.0723
51. H 0.1124
52. H 0.1136
53. H 0.0586
54. H 0.0770
55. H 0.1664
56. H 0.0997
57. H 0.1282

---

Entry 3:
This record from OMol25 describes the molecule C20H29N3O5S at a distorted geometry. The level of theory is wB97M-V/def2-TZVPD.

- E_tot (eV) = -46752.31790
- HOMO-LUMO gap (Ha) = 0.3217
- ΔE to the lowest compared entry with this formula, charge and spin (kcal per mole) = 80.9
- SMILES = CCCCn1ccnc1C(=O)c1ccc(S(=O)(=O)N(CCOC)CCOC)cc1

```
! wB97M-V def2-TZVPD RIJCOSX def2/J DEFGRID3
* xyz 0 1
S -4.0463 0.7661 -1.4921
O 2.5039 -0.7429 -2.1535
O -1.9579 1.1396 1.6338
O -4.6936 -0.2067 -2.3199
O -3.1922 -2.8494 0.1406
O -4.3645 2.1549 -1.6772
N 2.0210 2.0120 0.0575
N -4.3845 0.3887 0.0880
N 3.9925 1.1643 -0.4944
C -0.1140 1.6108 -1.7155
C -1.4922 1.7235 -1.7250
C 5.6947 -0.5343 0.0202
C 4.2126 2.1653 0.3874
C 2.9786 2.6756 0.7194
C -3.4439 -1.7534 0.9942
C 5.0238 0.3269 -1.0563
C -1.7082 -0.6752 -1.6376
C 4.2902 -2.6488 -0.1983
C -1.3039 2.3745 1.4401
C -2.0878 -3.6152 0.5469
C 2.6378 1.0998 -0.6830
C 1.9424 0.1631 -1.5571
C -2.2707 0.5863 -1.6466
C -0.3306 -0.7908 -1.6407
C -4.3541 1.4242 1.0837
C 0.4711 0.3504 -1.6348
C -4.6565 -0.9740 0.4502
C -3.2628 1.2495 2.1551
C 4.7395 -1.5098 0.7091
H -3.6402 -2.1262 2.0121
H 0.5042 2.4919 -1.7662
H 6.1384 0.1212 0.7738
H 3.7019 -2.2786 -1.0331
H -1.1756 -3.0066 0.5861
H 3.8644 -0.9678 1.0763
H -2.2551 -4.0592 1.5364
H 6.5035 -1.0931 -0.4536
H -1.1997 2.9063 2.3943
H 5.7765 0.9712 -1.5235
H 4.5716 -0.3038 -1.8207
H 0.1438 -1.7610 -1.6268
H 3.6768 -3.3510 0.3615
H 2.7381 3.4746 1.3916
H -3.3263 2.0928 2.8567
H -1.9690 -4.4076 -0.1892
H 5.1968 2.4449 0.7040
H -2.5606 -1.0998 1.0292
H -5.3239 1.4721 1.5974
H 5.2516 -1.9287 1.5788
H -5.4791 -0.9885 1.1719
H -3.4455 0.3255 2.7106
H -4.9848 -1.4739 -0.4637
H -2.3498 -1.5418 -1.6246
H -0.3174 2.1466 1.0380
H -1.9825 2.6818 -1.7902
H -4.2100 2.3546 0.5334
H -1.8444 3.0135 0.7358
H 5.1517 -3.1848 -0.5908
*
```

So, what does the Löwdin scheme give us? The charges, in e, come out as:
1. S 0.6893
2. O 0.0746
3. O -0.1929
4. O -0.2668
5. O -0.2107
6. O -0.2872
7. N 0.1135
8. N -0.2395
9. N -0.0182
10. C -0.0191
11. C -0.0546
12. C -0.1831
13. C -0.0419
14. C -0.1125
15. C -0.2115
16. C -0.1271
17. C -0.0360
18. C -0.0978
19. C -0.0961
20. C -0.1100
21. C -0.2213
22. C -0.2631
23. C -0.2417
24. C 0.0157
25. C -0.1620
26. C -0.1325
27. C -0.1443
28. C -0.2006
29. C -0.2509
30. H 0.1250
31. H 0.1156
32. H 0.1022
33. H 0.0459
34. H 0.0858
35. H 0.1055
36. H 0.0896
37. H 0.1149
38. H 0.0914
39. H 0.1312
40. H 0.1108
41. H 0.1218
42. H 0.0720
43. H 0.1004
44. H 0.1256
45. H 0.0920
46. H 0.1223
47. H 0.1090
48. H 0.1325
49. H 0.1053
50. H 0.1317
51. H 0.1163
52. H 0.1185
53. H 0.1126
54. H 0.0661
55. H 0.1140
56. H 0.1085
57. H 0.0864
58. H 0.0753

---

Entry 4:
This record from OMol25 describes a cluster of 2 separate species, C20H29N3O6 in total at a distorted geometry. The level of theory is wB97M-V/def2-TZVPD.

- E_tot (eV) = -37967.64179
- HOMO-LUMO gap (Ha) = 0.3351
- ΔE to the lowest compared entry with this formula, charge and spin (kcal per mole) = 36.8
- SMILES = CNC(=O)[C@H](Cc1ccc(O)cc1)NC(C)=O.COC(=O)C[C@H]1CC(=O)N(C)C1

```
! wB97M-V def2-TZVPD RIJCOSX def2/J DEFGRID3
* xyz 0 1
O -3.8573 -1.5460 -2.5505
O -2.0923 4.6812 -0.4586
O 6.3718 2.5306 -1.2341
O 1.7280 -1.7047 0.8407
O -5.8163 -2.5972 1.7656
O 7.3714 0.6536 -0.3633
N -4.5356 0.5122 -1.9862
N -4.5700 -2.6486 -0.1040
N 3.8810 -1.2229 1.5180
C -3.4288 3.0184 0.6433
C -1.6719 1.0337 -0.3232
C 2.6893 -0.9526 0.8850
C 8.6121 1.3717 -0.2682
C -5.2825 -3.2257 0.8604
C 2.7105 0.4262 0.2685
C -1.4346 2.3876 -0.6238
C 6.3221 1.3687 -0.8454
C -3.1419 -0.7900 0.6305
C 4.7297 -0.0438 1.5597
C 4.9603 0.6787 -0.8872
C -2.7876 0.6721 0.4565
C -4.2253 -0.7564 -1.6878
C 4.1801 0.8623 0.4343
C -3.6606 1.6636 0.9477
C -5.4298 -4.7274 0.7901
C 4.0732 -2.3842 2.3773
C -4.4349 1.0813 -3.3284
C -4.3578 -1.2030 -0.2177
C -2.3149 3.3793 -0.1464
H 2.0385 1.0857 0.8238
H -5.9500 -4.9955 -0.1276
H 4.2295 1.9166 0.7311
H -2.2855 -1.4050 0.3482
H -4.1848 -3.2220 -0.8397
H -0.5927 2.6775 -1.2345
H -1.0157 0.2680 -0.7174
H -3.3554 -0.9803 1.6838
H -2.7022 5.2683 -0.0114
H -5.1501 0.5883 -3.9900
H 2.3912 0.3901 -0.7760
H -5.2326 -0.6942 0.1883
H 4.3916 1.1064 -1.7181
H 3.4826 -2.2820 3.2932
H 5.1025 -0.3852 -1.0975
H -4.6374 2.1529 -3.3033
H 8.5089 2.2444 0.3857
H -4.1003 3.7786 1.0123
H 5.1276 -2.4903 2.6502
H -4.4434 -5.1860 0.8065
H -4.7632 1.1305 -1.2219
H 9.3857 0.7199 0.1484
H 8.9430 1.7094 -1.2564
H 3.7620 -3.2972 1.8592
H 5.7818 -0.3031 1.4072
H -3.4279 0.9160 -3.7183
H -6.0064 -5.0660 1.6498
H 4.6357 0.4560 2.5302
H -4.5203 1.3796 1.5416
*
```

So, what does the Löwdin scheme give us? The charges, in e, come out as:
1. O 0.0542
2. O 0.0494
3. O 0.0888
4. O 0.0509
5. O 0.0350
6. O -0.0468
7. N 0.0298
8. N 0.1066
9. N -0.0966
10. C -0.0165
11. C -0.0185
12. C -0.4571
13. C -0.0472
14. C -0.5575
15. C -0.0437
16. C 0.0003
17. C -0.4630
18. C -0.0884
19. C -0.1113
20. C -0.0600
21. C -0.2420
22. C -0.4495
23. C -0.2574
24. C -0.0466
25. C -0.0002
26. C -0.0253
27. C -0.0499
28. C -0.1980
29. C -0.3182
30. H 0.1301
31. H 0.0821
32. H 0.1463
33. H 0.1265
34. H 0.1436
35. H 0.1097
36. H 0.1154
37. H 0.1255
38. H 0.1006
39. H 0.0855
40. H 0.1254
41. H 0.1454
42. H 0.1274
43. H 0.0925
44. H 0.1343
45. H 0.0844
46. H 0.0970
47. H 0.1055
48. H 0.0875
49. H 0.0812
50. H 0.1167
51. H 0.0920
52. H 0.0964
53. H 0.0919
54. H 0.1190
55. H 0.0869
56. H 0.0830
57. H 0.1279
58. H 0.1193

---

Entry 5:
This record from OMol25 describes the molecule C20H29N3OS at a distorted geometry. The level of theory is wB97M-V/def2-TZVPD.

- E_tot (eV) = -38545.61105
- HOMO-LUMO gap (Ha) = 0.2697
- ΔE to the lowest compared entry with this formula, charge and spin (kcal per mole) = 56.5
- SMILES = CCc1cccc(C)c1NC(=S)N(CCN(C)C)[C@@H](C)c1ccco1

```
! wB97M-V def2-TZVPD RIJCOSX def2/J DEFGRID3
* xyz 0 1
S 0.1321 1.4554 1.6106
O 4.3053 -0.2689 -0.4413
N -1.0452 0.0110 -0.1965
N -0.5574 -2.7615 -0.7552
N 1.2758 -0.4551 0.4728
C -3.0887 2.8093 -1.1714
C -4.2406 -1.8207 0.5332
C 4.6581 2.0026 -0.8465
C 1.3567 -1.4387 -0.8383
C 3.4612 0.5984 0.2610
C 2.5127 -0.2901 1.2505
C -3.4116 -0.9891 1.0639
C -0.4966 2.2235 -1.6606
C -1.3462 -3.8684 0.2709
C -1.9013 1.8953 -0.9757
C -1.0134 -2.9800 -1.9812
C 3.5537 1.7995 -0.0443
C 3.0709 -1.4688 1.7996
C 0.1909 0.0840 0.4777
C -3.3211 0.3646 0.4705
C -4.4318 1.1918 0.4531
C -4.2522 2.5015 -0.5740
C 0.7437 -2.8759 -0.3885
C 5.0237 0.5732 -1.1695
C -2.1198 0.9725 -0.1865
H -0.1198 1.2994 -2.0649
H 0.0838 2.7744 -1.0242
H -4.2370 -2.6532 0.9880
H -0.6840 2.8960 -2.3748
H 2.2181 -1.9426 2.6496
H 5.0360 2.8810 -1.4495
H 2.4634 -1.6873 -0.8930
H 3.0098 2.6240 0.8053
H -2.2782 -1.1882 1.3502
H -3.0772 3.7565 -1.6081
H 5.8501 0.5256 -1.7621
H 1.3353 -3.3873 -1.1475
H 2.0755 0.3857 2.0133
H -5.2475 1.1263 0.7327
H -5.1303 -1.4255 0.2612
H -1.1538 -1.0086 -0.4258
H -2.3544 -3.7602 -0.3439
H -3.7823 -2.0784 -0.5411
H -0.5620 -2.2393 -2.7700
H -0.7913 -4.8898 -0.1441
H -0.6516 -3.8811 -2.4393
H -5.0469 3.1997 -0.5869
H 0.8969 -3.1336 0.6794
H 3.3185 -2.0702 1.1088
H -2.1810 -2.8604 -2.0742
H 0.8082 -0.9899 -1.4478
H 4.0200 -1.3112 2.5595
H -1.1188 -3.8977 1.1534
H -3.8641 -0.6559 2.2594
*
```

So, what does the Löwdin scheme give us? The charges, in e, come out as:
1. S 0.5823
2. O 0.0271
3. N 0.0122
4. N -0.3238
5. N -0.0488
6. C -0.0370
7. C -0.1599
8. C -0.0200
9. C 0.0499
10. C -0.2387
11. C -0.3230
12. C -0.3203
13. C 0.0145
14. C 0.0749
15. C -0.1871
16. C -0.1943
17. C -0.1350
18. C -0.0602
19. C -0.7296
20. C -0.1366
21. C 0.1034
22. C -0.0005
23. C -0.2113
24. C -0.0906
25. C -0.2721
26. H 0.0755
27. H 0.0309
28. H 0.0282
29. H 0.0233
30. H 0.1782
31. H 0.1152
32. H 0.1321
33. H 0.2097
34. H 0.1528
35. H 0.0801
36. H 0.0740
37. H 0.1163
38. H 0.0499
39. H -0.0415
40. H 0.0767
41. H 0.1058
42. H 0.0981
43. H 0.1406
44. H 0.1310
45. H 0.1388
46. H 0.0755
47. H 0.0653
48. H 0.1328
49. H -0.0214
50. H 0.1236
51. H 0.0116
52. H 0.1600
53. H -0.0477
54. H 0.2090